Record 1
C14H22Cl2FI3NO3 | wB97M-V/def2-TZVPD

Its net charge is +1. Its HOMO-LUMO gap is 9.3 eV.

Last column: natural (NBO) charge in e.
CARTESIAN COORDINATES (ANGSTROEM)
C: -3.484 0.849 -4.175  -0.723
C: -3.643 -0.286 -3.214  0.801
O: -4.675 -0.896 -3.046  -0.567
O: -2.510 -0.568 -2.506  -0.543
C: -2.444 -1.907 -2.023  -0.075
C: -1.033 -2.156 -1.539  -0.444
C: -0.506 -1.047 -0.617  0.037
O: 0.685 -0.584 -1.209  -0.509
C: 1.383 0.412 -0.478  0.049
C: 1.442 1.694 -1.309  0.199
C: 0.094 2.139 -1.837  -0.655
F: 2.246 1.427 -2.402  -0.347
C: 0.738 0.765 0.851  -0.282
N: 0.433 -0.458 1.671  -0.463
C: -0.298 -0.119 2.895  -0.109
I: -1.880 1.265 2.741  0.289
C: 0.074 -0.684 4.056  -0.140
C: 1.184 -1.696 4.179  -0.688
I: -0.847 -0.264 5.888  0.283
C: -0.193 -1.568 0.786  -0.172
I: -1.915 -2.512 1.642  0.228
H: -2.483 0.874 -4.594  0.233
H: -3.679 1.802 -3.695  0.247
H: -4.194 0.678 -4.973  0.253
H: -3.205 -2.139 -1.284  0.200
H: -2.626 -2.579 -2.859  0.205
H: -0.393 -2.140 -2.417  0.252
H: -0.926 -3.146 -1.108  0.228
H: -1.288 -0.285 -0.553  0.203
H: 2.408 0.074 -0.313  0.205
H: 1.889 2.466 -0.678  0.172
H: -0.378 1.355 -2.418  0.238
H: -0.586 2.418 -1.035  0.204
H: 0.259 3.010 -2.461  0.244
H: -0.156 1.342 0.673  0.251
H: 1.479 1.315 1.415  0.266
H: 1.351 -0.822 1.918  0.453
H: 0.863 -2.473 4.863  0.266
H: 2.061 -1.211 4.600  0.256
H: 1.432 -2.192 3.244  0.201
H: 0.553 -2.349 0.688  0.231
C: 4.699 2.055 2.154  -0.381
Cl: 3.917 2.678 0.691  -0.020
Cl: 3.551 1.237 3.235  -0.053
H: 5.459 1.342 1.860  0.235
H: 5.142 2.884 2.691  0.240


Record 2
C14H22ClFO10S3 | wB97M-V/def2-TZVPD

Its HOMO-LUMO gap is 10.3 eV.

Last column: natural (NBO) charge in e.
CARTESIAN COORDINATES (ANGSTROEM)
O: -0.275 3.915 4.306  -0.515
C: 0.291 4.345 3.360  0.886
F: 0.734 5.621 3.326  -0.332
C: 0.636 3.633 2.082  -0.576
C: 0.161 2.190 2.111  0.083
O: 1.251 1.419 2.727  -0.699
S: 1.865 0.347 1.739  2.564
O: 1.290 -0.934 1.945  -0.902
O: 3.272 0.517 1.733  -0.899
O: 1.232 0.978 0.414  -0.682
C: -0.061 1.484 0.767  0.057
C: -0.623 2.357 -0.323  -0.550
C: -1.205 1.572 -1.457  0.560
O: -1.123 0.405 -1.601  -0.488
Cl: -2.131 2.575 -2.555  -0.023
H: 1.720 3.658 1.974  0.276
H: 0.217 4.223 1.268  0.254
H: -0.690 2.063 2.773  0.240
H: -0.711 0.627 0.954  0.225
H: 0.153 3.027 -0.696  0.263
H: -1.397 2.999 0.101  0.261
C: 5.956 -3.603 1.440  -0.408
C: 5.022 -2.385 1.476  -0.402
C: 5.570 -1.360 0.476  -0.673
S: 6.432 -2.304 -0.788  2.169
O: 7.836 -1.983 -0.733  -0.948
O: 5.715 -2.233 -2.035  -0.944
C: 6.184 -3.912 -0.037  -0.673
H: 5.529 -4.458 1.962  0.223
H: 6.907 -3.359 1.917  0.214
H: 4.016 -2.682 1.176  0.213
H: 4.952 -1.955 2.472  0.230
H: 4.787 -0.777 0.001  0.259
H: 6.297 -0.692 0.933  0.247
H: 7.056 -4.530 -0.236  0.253
H: 5.299 -4.350 -0.497  0.238
C: -7.293 -0.915 -2.543  -0.407
C: -6.111 -1.728 -1.996  -0.402
C: -4.846 -0.881 -2.186  -0.676
S: -5.386 0.834 -2.133  2.171
O: -5.157 1.433 -3.422  -0.942
O: -4.897 1.466 -0.932  -0.955
C: -7.135 0.490 -1.968  -0.672
H: -8.250 -1.352 -2.263  0.227
H: -7.247 -0.876 -3.633  0.218
H: -6.266 -1.927 -0.934  0.209
H: -6.014 -2.689 -2.498  0.228
H: -4.109 -1.032 -1.401  0.255
H: -4.386 -1.040 -3.159  0.252
H: -7.693 1.256 -2.501  0.257
H: -7.374 0.520 -0.906  0.239


Record 3
C14H22F4GaN2O12 | wB97M-V/def2-TZVPD

Its net charge is -1. Its HOMO-LUMO gap is 5.3 eV.

Last column: natural (NBO) charge in e.
CARTESIAN COORDINATES (ANGSTROEM)
C: -7.571 2.795 3.765  -0.411
N: -6.158 3.106 3.807  -0.665
C: -5.407 2.282 4.783  -0.679
Ga: -5.887 2.624 6.759  0.953
N: -6.137 4.566 6.812  -1.331
H: -7.703 1.777 3.383  0.174
H: -8.086 3.485 3.090  0.175
H: -8.065 2.836 4.748  0.182
H: -6.011 4.084 4.014  0.343
H: -5.521 1.224 4.512  0.171
H: -4.347 2.552 4.647  0.157
H: -4.721 2.148 7.756  -0.348
H: -7.312 1.895 7.097  -0.380
H: -6.669 4.816 7.641  0.338
H: -6.738 4.849 6.043  0.327
C: -1.204 2.460 3.200  -0.134
C: -2.124 1.585 2.373  0.434
O: -1.643 0.285 2.676  -0.517
C: -1.036 0.324 3.898  0.977
O: -0.682 -0.640 4.492  -0.576
O: -0.868 1.598 4.293  -0.472
F: -1.975 1.790 1.037  -0.337
H: -0.296 2.682 2.643  0.205
H: -1.663 3.378 3.554  0.224
H: -3.181 1.664 2.634  0.194
C: 1.586 -1.158 1.892  -0.137
C: 1.016 -0.012 1.078  0.438
O: 1.806 -0.049 -0.098  -0.494
C: 2.265 -1.317 -0.258  0.980
O: 2.767 -1.730 -1.252  -0.591
O: 2.060 -2.037 0.862  -0.480
F: 1.183 1.187 1.692  -0.335
H: 2.429 -0.816 2.493  0.203
H: 0.855 -1.659 2.520  0.236
H: -0.034 -0.122 0.812  0.178
C: 5.460 -2.160 -2.853  -0.133
C: 5.742 -2.278 -4.337  0.425
O: 7.159 -2.333 -4.373  -0.501
C: 7.591 -2.842 -3.187  0.971
O: 8.694 -3.227 -2.980  -0.569
O: 6.583 -2.851 -2.289  -0.485
F: 5.327 -1.188 -5.038  -0.339
H: 5.480 -1.117 -2.537  0.198
H: 4.529 -2.617 -2.539  0.239
H: 5.336 -3.168 -4.810  0.186
C: 3.795 -2.836 -9.318  -0.129
C: 2.579 -2.273 -8.605  0.445
O: 2.484 -3.107 -7.468  -0.487
C: 3.723 -3.594 -7.193  0.979
O: 4.031 -4.126 -6.180  -0.571
O: 4.557 -3.367 -8.232  -0.479
F: 1.449 -2.387 -9.341  -0.323
H: 3.498 -3.646 -9.986  0.202
H: 4.377 -2.097 -9.858  0.211
H: 2.679 -1.238 -8.276  0.158


Record 4
C14H22N2O4S | wB97M-V/def2-TZVPD

Its SMILES is COCCCNC(=O)CCNS(=O)(=O)c1ccc(C)cc1. Its HOMO-LUMO gap is 9.4 eV.

Last column: natural (NBO) charge in e.
CARTESIAN COORDINATES (ANGSTROEM)
C: -4.502 -0.457 -1.932  -0.257
O: -4.644 -1.282 -0.800  -0.557
C: -3.439 -1.569 -0.112  -0.071
C: -3.579 -1.220 1.370  -0.424
C: -3.631 0.294 1.590  -0.231
N: -2.349 0.908 1.333  -0.623
C: -2.103 1.701 0.280  0.685
O: -2.951 2.113 -0.490  -0.655
C: -0.625 2.060 0.117  -0.507
C: -0.009 1.136 -0.935  -0.225
N: -0.194 -0.257 -0.573  -0.864
S: 0.635 -0.909 0.720  2.324
O: 0.408 -2.319 0.639  -0.932
O: 0.230 -0.221 1.916  -0.962
C: 2.353 -0.546 0.397  -0.387
C: 2.935 0.580 0.945  -0.129
C: 4.253 0.875 0.641  -0.221
C: 4.988 0.051 -0.206  0.015
C: 6.419 0.361 -0.511  -0.633
C: 4.379 -1.081 -0.741  -0.214
C: 3.062 -1.380 -0.445  -0.167
H: -5.508 -0.301 -2.319  0.188
H: -4.058 0.511 -1.677  0.201
H: -3.892 -0.942 -2.705  0.151
H: -2.601 -1.009 -0.539  0.177
H: -3.222 -2.641 -0.217  0.176
H: -4.498 -1.668 1.746  0.216
H: -2.729 -1.639 1.912  0.205
H: -3.923 0.508 2.624  0.195
H: -4.360 0.747 0.914  0.233
H: -1.555 0.511 1.823  0.424
H: -0.104 1.956 1.066  0.223
H: -0.550 3.088 -0.238  0.238
H: -0.521 1.300 -1.887  0.229
H: 1.059 1.374 -1.066  0.191
H: -0.135 -0.897 -1.349  0.411
H: 2.356 1.200 1.611  0.231
H: 4.717 1.753 1.066  0.217
H: 6.594 1.434 -0.506  0.222
H: 6.709 -0.043 -1.478  0.221
H: 7.062 -0.087 0.247  0.230
H: 4.943 -1.731 -1.393  0.219
H: 2.577 -2.260 -0.839  0.238


Record 5
C14H22N2O5S2Y | wB97M-V/def2-TZVPD

Its net charge is +1. Its HOMO-LUMO gap is 9.1 eV.

Last column: natural (NBO) charge in e.
CARTESIAN COORDINATES (ANGSTROEM)
Y: 0.632 1.603 1.321  2.162
C: 0.382 -3.757 -5.430  -0.639
C: 0.262 -2.845 -4.244  0.041
C: 1.004 -1.671 -4.164  -0.203
C: 0.898 -0.830 -3.068  -0.185
C: 0.030 -1.181 -2.043  -0.326
C: -0.723 -2.350 -2.091  -0.171
C: -0.602 -3.170 -3.195  -0.212
S: -0.076 -0.173 -0.631  2.244
O: 0.373 1.201 -1.024  -1.041
O: -1.419 -0.120 -0.078  -0.953
N: 0.856 -0.630 0.559  -1.064
C: 2.276 -0.898 0.254  -0.359
C: 3.168 0.351 0.320  0.778
O: 4.208 0.433 -0.266  -0.555
O: 2.660 1.300 1.115  -0.932
H: 1.030 -3.333 -6.194  0.226
H: -0.595 -3.947 -5.874  0.233
H: 0.796 -4.721 -5.130  0.235
H: 1.675 -1.406 -4.971  0.228
H: 1.472 0.085 -3.011  0.248
H: -1.400 -2.599 -1.284  0.237
H: -1.190 -4.077 -3.251  0.227
H: 2.417 -1.382 -0.714  0.230
H: 2.647 -1.592 1.010  0.236
C: -1.335 3.832 -1.067  -0.722
S: -1.087 3.863 0.721  0.174
C: -0.218 5.434 0.927  -0.731
H: -0.384 3.882 -1.592  0.237
H: -1.975 4.668 -1.340  0.238
H: -1.828 2.893 -1.309  0.260
H: -0.878 6.238 0.612  0.245
H: 0.701 5.456 0.346  0.232
H: 0.008 5.557 1.984  0.243
C: -1.382 -1.082 5.647  -0.407
N: -1.073 -0.359 4.415  -0.333
C: -1.538 -0.912 3.140  -0.439
C: -0.355 0.729 4.438  0.571
O: -0.013 1.370 3.409  -0.819
H: -0.920 -2.067 5.620  0.225
H: -2.460 -1.192 5.746  0.225
H: -1.000 -0.531 6.503  0.223
H: -2.178 -1.764 3.348  0.232
H: -0.698 -1.230 2.522  0.253
H: -2.112 -0.165 2.593  0.234
H: -0.053 1.092 5.421  0.174


no.,E (a.u.),M (g mol⁻¹)
1,-2740.1835,722.950
2,-3053.6760,500.972
3,-3883.3712,556.047
4,-1355.3325,314.407
5,-1867.0264,451.379